1.
ORCA calculation (the ωB97M-V functional and the def2-TZVPD basis) on C32H29IIrN3O as an isolated structure.

Output
Maximum force ... 1.4 eV Å⁻¹
2S+1 ... 2
HOMO-LUMO gap (spin up / spin down) ... 6.697 / 6.565 eV
Total charge ... +1
Total energy ... -1878.08065 a.u.
⟨S²⟩ ... 0.7709

Cartesian coordinates (Å):
1 Ir -0.61399 0.02462 0.34179
2 I -3.39863 -0.50380 0.11722
3 C -3.14174 -0.20439 -1.93163
4 C -4.26795 -0.09805 -2.69033
5 C -4.14562 0.02013 -4.09099
6 C -2.91014 0.00856 -4.66022
7 C -1.73414 -0.09668 -3.87408
8 C -0.46684 -0.13637 -4.50175
9 C 0.65457 -0.31307 -3.75563
10 C 0.56482 -0.40156 -2.34736
11 C -0.62189 -0.27756 -1.66171
12 C -1.82059 -0.18537 -2.45318
13 H -5.24715 -0.12239 -2.23128
14 H -5.03645 0.09087 -4.70048
15 H -2.80092 0.07213 -5.73603
16 H -0.41517 -0.05038 -5.58047
17 H 1.62560 -0.38004 -4.23176
18 H 1.48167 -0.55989 -1.79949
19 O -1.27525 -0.41275 2.67748
20 C -0.98894 -1.72046 3.12171
21 C -0.75126 -2.60323 1.92988
22 C -0.83961 -3.97588 2.10120
23 C -0.57925 -4.81819 1.03882
24 C -0.23879 -4.25971 -0.18066
25 C -0.16903 -2.88693 -0.28496
26 N -0.41399 -2.05771 0.74835
27 H -1.14195 0.22378 3.39208
28 H -1.81575 -2.11842 3.71348
29 H -0.09186 -1.73147 3.74936
30 H -1.11046 -4.37291 3.07091
31 H -0.64048 -5.89172 1.16073
32 H -0.03408 -4.87282 -1.04647
33 H 0.08978 -2.41408 -1.21755
34 C -1.33256 2.65967 -1.13178
35 N -0.95409 2.20779 0.22049
36 C -2.01761 2.58524 1.17265
37 C 0.29776 2.91356 0.63796
38 C 0.87000 2.25623 1.86139
39 C 0.67516 2.88618 3.08732
40 C 0.95106 2.25686 4.28889
41 C 1.39304 0.94282 4.25135
42 C 1.62025 0.32403 3.03282
43 C 1.40819 0.96210 1.80348
44 H -1.41354 3.75129 -1.15786
45 H -2.29320 2.22888 -1.40307
46 H -0.58612 2.33310 -1.85272
47 H -2.19495 3.66402 1.11821
48 H -1.72155 2.32945 2.18687
49 H -2.93693 2.06703 0.93021
50 H 0.05959 3.95869 0.85793
51 H 0.96869 2.91867 -0.20601
52 H 0.27903 3.89533 3.09306
53 H 0.81382 2.77399 5.22878
54 H 1.60044 0.40999 5.17110
55 H 2.04490 -0.66985 3.03853
56 N 6.94611 -0.73972 -1.40321
57 C 5.84893 -0.59545 -1.09687
58 C 4.48833 -0.38545 -0.67481
59 C 3.84482 -1.29256 0.16417
60 C 2.63682 -0.96051 0.73913
61 C 2.04935 0.31459 0.58568
62 C 2.56535 1.05007 -0.49887
63 C 3.77397 0.72791 -1.09409
64 H 4.29382 -2.25977 0.34887
65 H 2.12510 -1.71238 1.32518
66 H 2.03354 1.88638 -0.91056
67 H 4.15799 1.33762 -1.90119

Mulliken atomic charge list, values in e, 5 entries: 0.24, 0.16, 0.56, -0.59, -0.73

***

2.
ORCA calculation (the ωB97M-V functional and the def2-TZVPD basis) on a 5-piece molecular cluster, C32H29N4O11S overall.

Output
Maximum force ... 7.5 eV Å⁻¹
HOMO-LUMO gap ... 6.006 eV
Total charge ... -1
Total energy ... -2680.97822 a.u.

Cartesian coordinates (Å):
1 C -2.65106 6.50349 1.01466
2 C -2.98658 4.88778 0.79496
3 C -4.29407 4.29766 0.00076
4 C -4.55101 2.65072 -0.11300
5 C -3.42150 1.62175 0.55636
6 C -2.07156 2.20972 1.32496
7 C -0.88387 1.26844 1.97914
8 S 0.82933 1.58430 1.29079
9 O 1.90828 0.93811 2.23566
10 O 0.86859 0.97158 -0.15720
11 O 1.25605 3.22721 1.13389
12 C -1.90019 3.83597 1.44605
13 H -2.03002 6.54801 2.03029
14 H -1.90879 6.86510 0.16933
15 H -3.62874 7.14239 1.09889
16 H -5.03516 5.07912 -0.47795
17 H -5.51906 2.24304 -0.65965
18 H -3.57324 0.45987 0.48469
19 H -1.16348 0.14823 1.67616
20 H -0.92862 1.30919 3.17108
21 H -0.96515 4.27376 2.02016
22 C -10.60544 -0.90688 -0.41324
23 C -9.70573 -1.32085 -1.39675
24 C -8.66513 -0.47833 -1.79261
25 C -8.53157 0.78059 -1.19089
26 C -9.43795 1.20180 -0.20879
27 C -10.47628 0.35159 0.17682
28 N -7.42472 1.66059 -1.58450
29 O -6.65511 1.25968 -2.47032
30 O -7.32068 2.75169 -1.00595
31 H -11.41187 -1.56956 -0.10386
32 H -9.81384 -2.30252 -1.85303
33 H -7.97223 -0.81569 -2.56035
34 H -9.34898 2.17818 0.26291
35 H -11.18322 0.66819 0.94052
36 C 2.43747 -3.26576 -0.53389
37 C 1.82868 -4.48356 -0.22648
38 C 0.43883 -4.60473 -0.28145
39 C -0.33495 -3.49612 -0.65160
40 C 0.27311 -2.27026 -0.95325
41 C 1.66375 -2.16046 -0.89203
42 N -1.79473 -3.62413 -0.73594
43 O -2.29628 -4.71973 -0.44300
44 O -2.44147 -2.63120 -1.09906
45 H 3.52188 -3.17769 -0.49510
46 H 2.43836 -5.34006 0.05324
47 H -0.02037 -5.56062 -0.03902
48 H -0.31563 -1.40048 -1.23716
49 H 2.14543 -1.21396 -1.12731
50 C 5.90729 0.34759 -1.93354
51 C 6.92729 -0.53360 -2.29581
52 C 6.73776 -1.42748 -3.35149
53 C 5.51886 -1.42719 -4.04363
54 C 4.49038 -0.54893 -3.67709
55 C 4.69062 0.33849 -2.61781
56 N 5.32274 -2.34687 -5.17066
57 O 6.24937 -3.12140 -5.45203
58 O 4.24407 -2.29342 -5.77865
59 H 6.06180 1.04661 -1.11336
60 H 7.87218 -0.52153 -1.75675
61 H 7.54248 -2.10779 -3.62158
62 H 3.53765 -0.54144 -4.20243
63 H 3.89945 1.02629 -2.32760
64 C 6.31120 0.39375 4.88981
65 C 7.33119 -0.48744 4.52754
66 C 7.14166 -1.38132 3.47186
67 C 5.92276 -1.38103 2.77972
68 C 4.89429 -0.50277 3.14626
69 C 5.09452 0.38464 4.20554
70 N 5.72665 -2.30072 1.65269
71 O 6.65328 -3.07524 1.37132
72 O 4.64797 -2.24726 1.04470
73 H 6.46570 1.09277 5.70999
74 H 8.27609 -0.47537 5.06660
75 H 7.94638 -2.06163 3.20177
76 H 3.94155 -0.49528 2.62092
77 H 4.30335 1.07245 4.49575

Mulliken atomic charge list, values in e, 5 entries: -0.91, 0.53, -0.57, 0.37, -0.59

***

3.
ORCA calculation (the ωB97M-V functional and the def2-TZVPD basis) on C32H29N7O4SeTl as an isolated structure.

Output
Maximum force ... 4.2 eV Å⁻¹
HOMO-LUMO gap ... 7.384 eV
Total charge ... +1
Total energy ... -4494.70891 a.u.

Cartesian coordinates (Å):
1 Tl 0.85421 0.08206 0.01453
2 C -3.03986 -0.01886 -1.76020
3 C -2.23144 -1.01945 -2.62815
4 C -2.65255 -1.07138 -4.08651
5 C -3.97485 -0.95158 -4.59524
6 C -4.26010 -1.38635 -5.89261
7 C -3.23815 -1.94699 -6.67452
8 C -1.98154 -2.01968 -6.06594
9 N -1.70964 -1.74498 -4.83997
10 N -2.74988 -0.24459 -0.28763
11 C -3.21175 -1.55063 0.28286
12 C -2.11457 -2.37232 0.93778
13 C -2.34783 -3.24621 2.05112
14 C -1.35125 -4.11394 2.44232
15 C -0.10379 -4.04129 1.80795
16 C -0.06231 -3.31058 0.62999
17 N -1.00189 -2.48792 0.27244
18 C -3.19352 0.98471 0.37415
19 C -2.64506 1.16597 1.77352
20 C -3.46534 0.87628 2.87224
21 C -2.95040 0.98944 4.14972
22 C -1.61986 1.32543 4.28426
23 C -1.00335 1.86816 3.10749
24 N -1.37990 1.68251 1.81475
25 H -4.11007 -0.06775 -2.03724
26 H -2.90919 1.08252 -2.02892
27 H -2.33300 -2.03305 -2.17569
28 H -1.15292 -0.81183 -2.71176
29 H -4.80677 -0.66988 -3.99573
30 H -5.28033 -1.40442 -6.21270
31 H -3.35151 -2.35958 -7.65407
32 H -1.11956 -2.38607 -6.55653
33 H -3.56730 -2.14088 -0.59351
34 H -4.04535 -1.31670 0.97893
35 H -3.27745 -2.95546 2.65955
36 H -1.48261 -4.86396 3.25106
37 H 0.86706 -4.48308 2.05580
38 H 0.74994 -3.34046 -0.09517
39 H -4.33019 1.12235 0.57867
40 H -2.82903 1.84297 -0.26451
41 H -4.47182 0.54414 2.68085
42 H -3.55704 0.59697 4.95493
43 H -1.07779 1.31189 5.20782
44 H -0.04946 2.35720 3.24696
45 O 4.97976 -2.50050 -1.40328
46 C 3.96444 -1.67350 -1.11675
47 O 2.94565 -2.00703 -0.50225
48 C 4.17759 -0.37603 -1.71551
49 C 5.24696 -0.17143 -2.61182
50 C 5.41255 1.10130 -3.10320
51 C 4.73302 2.11243 -2.53984
52 C 3.60792 1.81308 -1.77526
53 N 3.41157 0.59517 -1.25414
54 C 2.53547 2.84366 -1.53015
55 O 2.61673 4.03631 -2.04448
56 O 1.53184 2.56143 -0.87661
57 H 4.75406 -3.40023 -1.13390
58 H 5.84590 -1.03969 -3.02211
59 H 6.14304 1.31516 -3.88508
60 H 4.99483 3.13868 -2.72171
61 H 3.27819 4.57105 -1.56201
62 Se 1.25809 -0.68977 3.74364
63 N 1.98160 0.37240 2.48984
64 C 2.37852 1.47072 3.12697
65 C 2.99971 2.58308 2.61015
66 C 3.29442 3.65211 3.40242
67 C 2.96299 3.67702 4.77582
68 C 2.51257 2.56402 5.38810
69 C 2.20366 1.39973 4.61588
70 N 1.61613 0.31955 5.10565
71 H 3.20353 2.47485 1.50166
72 H 3.78256 4.55158 3.02365
73 H 2.94197 4.60842 5.32211
74 H 2.25376 2.62375 6.41914

Mulliken atomic charge list, values in e, 5 entries: 0.88, -1.05, 0.49, 0.32, -0.60